(1)
Density functional theory data (ωB97M-V/def2-TZVPD) for a molecular structure, ClH8NO2Zn.

Output
**Total charge**: +3
**Multiplicity**: 2
**⟨S²⟩**: 0.753
**Frontier orbital gap (spin up / spin down)**: 0.1326 / 0.0733 Ha
**HOMO level (spin up / spin down)**: -20.54 / -20.52 eV
**LUMO energy (spin up / spin down)**: -16.93 / -18.52 eV

The geometry in XYZ format:
```
13
Properties=species:S:1:pos:R:3:forces:R:3:mulliken_charge:R:1
Zn -0.458838 -0.999275 -3.021586 -0.1 1.4 1.2 1.185
N 1.207933 -2.225372 0.615768 -0.4 0.6 0.7 -0.424
H 0.852890 -1.725998 1.418677 -0.1 0.2 0.7 0.358
H 0.509783 -2.919048 0.388816 0.1 -0.8 -0.2 0.398
H 2.096831 -2.601256 0.913540 0.7 -0.7 -0.1 0.397
H 1.300843 -1.518181 -0.099316 0.4 0.1 -0.5 0.298
Cl -0.212779 0.291707 -0.972529 -0.1 -1.8 -2.2 -0.339
O -1.938070 0.962784 1.630978 -0.3 1.7 1.8 0.148
H -2.575029 0.273709 1.442044 -2.0 -1.3 0.0 0.479
H -1.245677 0.833860 0.982740 1.7 0.2 -1.4 0.379
O -0.069825 3.419069 -0.858195 -0.4 -0.4 0.4 -0.482
H -0.071962 2.469937 -0.982270 0.1 0.3 -0.3 0.243
H 0.603900 3.738062 -1.458668 0.4 0.5 -0.2 0.361
```
Positions in Å, forces in eV/Å.

(2)
Density functional theory data (ωB97M-V/def2-TZVPD) for 13 unconnected molecules or ions with the total composition H26O13.

Output
**Total charge**: 0
**Frontier orbital gap**: 0.3658 Ha
**HOMO level**: -10.56 eV
**LUMO energy**: -0.61 eV

The geometry in XYZ format:
```
39
Properties=species:S:1:pos:R:3:forces:R:3:mulliken_charge:R:1
O -0.383229 -0.088005 2.213834 -0.1 -0.2 0.7 -0.677
H 0.437970 -0.086117 1.722037 0.4 0.1 -0.7 0.324
H -0.127893 0.138279 3.108166 0.0 0.2 0.4 0.252
O -1.123984 2.168041 -0.673457 0.2 0.4 0.1 -0.628
H -1.871281 1.676245 -0.332987 -0.4 -0.1 -0.1 0.093
H -1.443992 3.066700 -0.752476 -0.2 0.3 0.0 0.201
O 1.386252 2.669844 -0.912152 0.9 0.0 -0.4 -0.700
H 1.538408 2.664661 -1.857168 0.3 0.0 -0.2 0.283
H 0.449744 2.495193 -0.818905 -0.8 -0.2 0.2 0.436
O -2.730918 0.930782 1.546276 -0.6 0.3 -0.3 -0.640
H -3.352713 0.707888 2.239050 -0.4 0.0 0.0 0.297
H -1.882226 0.645289 1.884576 0.7 -0.1 0.0 0.420
O -1.219042 -2.658599 1.585794 -0.5 -0.4 -0.1 -0.675
H -0.343017 -3.044365 1.584246 0.1 -0.2 -0.2 0.275
H -1.102630 -1.800412 1.993469 0.2 0.5 0.2 0.450
O 2.351191 2.853837 1.506098 0.5 0.1 1.2 -0.658
H 2.143726 2.801214 0.573140 -0.2 0.1 -0.8 0.388
H 2.520705 1.948243 1.765710 -0.6 0.7 0.0 0.236
O 2.526387 0.050069 1.703535 -0.4 -0.3 0.1 -0.639
H 2.615057 -0.614057 2.387131 0.1 -0.4 0.2 0.221
H 3.230157 0.673801 1.882167 0.6 -0.1 0.3 0.335
O -3.332970 0.459452 -1.242417 -0.1 1.0 -0.4 -0.636
H -3.108679 0.466699 -0.311904 -0.5 -0.4 0.6 0.402
H -3.012014 -0.384530 -1.560082 0.0 -0.5 0.1 0.415
O 4.357185 0.192474 -0.409764 0.2 0.1 -0.3 -0.644
H 5.081320 0.292979 0.208099 0.3 0.0 0.0 0.292
H 3.572265 0.194298 0.138080 -0.3 -0.3 -0.2 0.419
O -0.122729 -0.715417 -3.764766 0.1 0.3 -0.1 -0.626
H -0.208125 -1.370010 -3.071622 0.1 -0.4 0.1 0.342
H -0.818993 -0.930767 -4.385320 -0.2 0.0 -0.2 0.293
O 0.307200 -0.396273 -0.562620 0.1 -0.4 0.5 -0.198
H 0.706778 0.469680 -0.480800 0.3 0.5 -0.4 0.108
H -0.634349 -0.232031 -0.510316 -0.5 0.2 -0.1 0.418
O 0.031643 -2.910242 -1.549071 -0.4 -0.7 -0.4 -0.669
H 0.013717 -1.997647 -1.260852 0.3 0.4 0.4 0.243
H 0.885373 -3.235423 -1.263369 0.2 -0.1 -0.1 0.290
O -2.696551 -2.089306 -0.884423 -0.3 0.1 -0.5 -0.643
H -2.372264 -2.825885 -1.402612 0.2 -0.3 -0.1 0.284
H -2.267477 -2.186583 -0.034324 0.3 -0.3 0.6 0.317
```
Positions in Å, forces in eV/Å.

(3)
Density functional theory data (ωB97M-V/def2-TZVPD) for a molecular structure, C40H33N4P2Pd.

Output
**Total charge**: +1
**Multiplicity**: 3
**⟨S²⟩**: 2.015
**Frontier orbital gap (spin up / spin down)**: 0.3017 / 0.2293 Ha
**HOMO level (spin up / spin down)**: -10.30 / -10.82 eV
**LUMO energy (spin up / spin down)**: -2.09 / -4.59 eV

The geometry in XYZ format:
```
80
Properties=species:S:1:pos:R:3:forces:R:3:mulliken_charge:R:1
Pd 0.211100 -0.369908 0.522826 0.1 -0.3 0.3 -0.086
C -0.373891 2.878077 -0.685557 -0.1 0.0 -0.1 -0.814
P 0.273176 2.382948 -2.402424 -0.1 0.1 0.0 -0.443
C -1.195183 2.544294 -3.472993 0.0 0.1 -0.1 0.498
C -1.045929 3.396222 -4.567932 0.0 0.0 0.0 -0.697
C -2.094424 3.606961 -5.454889 0.0 0.0 0.0 -0.638
C -3.306716 2.968222 -5.254048 0.0 0.0 0.0 -0.662
C -3.468919 2.113864 -4.169813 0.0 0.0 0.0 -1.108
C -2.421045 1.902085 -3.290088 0.0 0.0 0.0 0.712
C 0.568086 0.576940 -2.329496 0.0 0.1 -0.1 0.828
C 1.624503 0.125457 -1.522224 0.1 0.2 0.0 -1.244
C 2.003893 -1.211331 -1.515268 -0.2 -0.1 0.0 -0.301
C 1.355420 -2.116320 -2.358163 0.1 0.0 0.0 -0.891
C 0.363952 -1.665468 -3.209423 0.0 0.0 0.0 -0.364
C -0.027801 -0.329789 -3.195031 0.0 -0.1 -0.1 -0.435
C -1.527309 2.196253 -0.075655 0.0 0.1 0.0 0.289
C -2.941114 2.533462 -0.129735 0.1 0.0 -0.1 -0.744
C -3.601138 1.571451 0.573774 0.1 -0.1 0.1 -1.269
C -2.592054 0.672421 1.058909 0.0 0.0 0.0 -0.377
C -2.679825 -0.612882 1.805068 0.0 0.1 -0.1 -0.900
P -1.591921 -1.805057 0.867558 -0.1 0.0 -0.1 1.913
C -1.487764 -3.304531 1.878871 0.1 0.1 0.1 0.666
C -1.033521 -4.469322 1.257101 0.0 0.0 0.0 -0.298
C -0.859862 -5.630783 1.990358 0.0 0.0 0.0 -0.721
C -1.128617 -5.639260 3.352434 0.0 0.0 0.0 -0.482
C -1.574449 -4.486006 3.977753 0.0 0.0 0.0 -0.766
C -1.753421 -3.320569 3.245539 0.0 0.0 -0.1 -0.290
C -2.725040 -2.278510 -0.476805 0.0 0.0 0.0 -0.139
C -3.658141 -3.307530 -0.351863 0.0 0.0 0.0 -0.474
C -4.550860 -3.563078 -1.381298 0.0 0.0 0.0 -0.842
C -4.526364 -2.791323 -2.535448 0.0 0.0 0.0 -0.673
C -3.605444 -1.762778 -2.663513 0.0 0.0 0.0 -0.833
C -2.706244 -1.512664 -1.637366 0.0 0.0 0.1 0.624
N -1.363752 1.094427 0.672546 -0.1 0.0 -0.1 0.649
H -0.574266 3.941728 -0.829340 0.0 0.0 0.1 0.597
H 0.497143 2.778455 -0.034540 0.0 0.0 0.0 0.210
H -0.098123 3.897506 -4.722190 0.0 0.0 0.0 0.388
H -1.959704 4.269964 -6.298891 0.0 0.0 0.0 0.418
H -4.127139 3.130581 -5.940401 0.0 0.0 0.0 0.416
H -4.415704 1.612388 -4.014088 0.0 0.0 0.0 0.495
H -2.561206 1.225432 -2.458197 0.0 0.0 0.1 0.257
H 2.199465 0.842881 -0.948328 0.0 0.0 -0.1 0.924
H 2.833490 -1.536817 -0.899109 0.0 0.0 0.0 0.381
H 1.652392 -3.156615 -2.372668 0.0 0.0 0.0 0.472
H -0.119172 -2.354921 -3.889427 0.0 0.0 0.0 0.422
H -0.807293 -0.002650 -3.871985 0.0 0.0 0.0 0.459
H -3.358349 3.385054 -0.643279 0.0 0.0 0.0 0.631
H -4.660530 1.486999 0.749951 0.0 0.0 0.0 0.512
H -3.699243 -0.982736 1.905130 0.0 0.0 0.0 0.476
H -2.243258 -0.467697 2.797285 0.0 0.0 0.0 0.459
H -0.830283 -4.466190 0.191885 0.0 0.0 0.0 0.451
H -0.516134 -6.532132 1.500856 0.0 0.0 0.0 0.411
H -0.993144 -6.547419 3.924253 0.0 0.0 0.0 0.398
H -1.790017 -4.492587 5.037761 0.0 0.0 0.0 0.418
H -2.110527 -2.432263 3.748989 0.0 0.0 0.0 0.301
H -3.681721 -3.914735 0.544258 0.0 0.0 0.0 0.456
H -5.267548 -4.367405 -1.282456 0.0 0.0 0.0 0.459
H -5.223415 -2.997750 -3.336879 0.0 0.0 0.0 0.420
H -3.576747 -1.163624 -3.565565 0.0 0.0 0.0 0.500
H -1.962003 -0.732641 -1.729161 0.0 0.0 0.0 -0.005
N 10.117447 2.643598 3.977759 0.0 0.0 0.0 -0.454
C 9.006431 2.485411 3.736541 -0.1 0.0 0.0 -0.019
C 7.611202 2.286289 3.433176 0.1 0.0 0.0 0.486
C 7.083964 0.998142 3.418676 0.0 0.0 0.0 -0.707
C 5.743729 0.806645 3.134426 0.0 0.0 0.0 -0.214
C 4.946181 1.904100 2.848687 -0.1 0.0 0.0 0.337
C 5.462715 3.190857 2.856647 0.0 0.0 0.0 -0.492
C 6.798863 3.382898 3.157778 0.0 0.0 0.0 -0.738
N 3.568452 1.706910 2.534440 0.0 0.0 0.0 0.229
C 2.496096 2.402263 3.048590 0.0 0.0 0.0 -0.518
C 1.391518 1.877776 2.457142 0.0 0.0 0.0 -1.126
N 1.766025 0.880947 1.583103 -0.1 0.0 0.0 0.452
C 3.074085 0.804660 1.658755 0.0 -0.1 0.0 -0.796
H 7.721074 0.154762 3.644574 0.0 0.0 0.0 0.447
H 5.313932 -0.185956 3.151825 0.0 0.0 0.0 0.528
H 4.826895 4.031735 2.614056 0.0 0.0 0.0 0.497
H 7.220153 4.378295 3.167572 0.0 0.0 0.0 0.451
H 2.622021 3.171087 3.789616 0.0 0.0 0.0 0.528
H 0.356353 2.134216 2.602541 0.0 0.0 0.0 0.506
H 3.706518 0.136587 1.096526 0.0 0.0 0.0 0.590
```
Positions in Å, forces in eV/Å.

(4)
Density functional theory data (ωB97M-V/def2-TZVPD) for a molecular structure, C20H22BN5O6V.

Output
**Total charge**: -2
**Multiplicity**: 2
**⟨S²⟩**: 0.760
**Frontier orbital gap (spin up / spin down)**: 0.1345 / 0.1516 Ha
**HOMO level (spin up / spin down)**: 0.25 / -0.22 eV
**LUMO energy (spin up / spin down)**: 3.91 / 3.91 eV

The geometry in XYZ format:
```
55
Properties=species:S:1:pos:R:3:forces:R:3:mulliken_charge:R:1
V -0.307587 -2.232790 -0.185818 -1.1 -0.3 0.0 0.555
N 3.484044 -2.304443 0.900996 -0.4 0.5 -0.2 -0.555
C 2.103856 -2.288044 0.860190 0.6 -0.3 0.5 0.707
O 1.532168 -2.167733 -0.229940 3.7 -0.4 -0.1 -0.571
C 1.319531 -2.477265 2.110905 -0.3 0.4 0.2 -0.389
C -0.055929 -1.835849 1.865800 0.3 0.3 0.3 -1.127
H 3.880614 -1.924793 0.051224 0.1 -0.1 0.0 0.286
H 3.858551 -1.865723 1.728097 0.0 -0.2 0.1 0.255
H 1.868347 -2.082030 2.980448 0.2 -0.1 -0.1 0.443
H 1.183878 -3.555745 2.245459 0.2 0.0 -0.1 0.181
H -0.023563 -0.777171 2.145491 0.0 0.0 0.1 0.313
H -0.813043 -2.331297 2.477626 0.0 0.0 -0.1 0.446
O -1.945027 -2.514059 -0.164861 -3.1 -0.7 -0.5 -0.148
N -2.990364 -3.348745 -0.283521 -0.3 -0.9 0.0 -0.692
C -4.203905 -2.720594 -0.342209 0.0 0.4 0.0 0.354
C -4.444224 -1.331392 -0.285794 0.1 0.3 0.0 0.284
N -4.690969 -0.197066 -0.234189 0.0 -0.1 0.0 -0.663
C -5.352042 -3.522814 -0.465657 -0.1 -0.2 0.0 0.235
N -6.321455 -4.156233 -0.564494 0.1 0.0 0.0 -0.698
C 0.102724 6.392836 0.922574 0.0 0.0 0.0 -1.638
C 1.054928 5.615139 0.000135 0.0 0.1 0.0 2.104
C 1.313559 6.454437 -1.260732 0.0 -0.1 0.0 -1.656
C 2.389076 5.448637 0.731432 -0.1 0.0 0.0 -2.122
C 0.424363 4.272084 -0.375771 0.1 0.0 0.0 0.469
C -0.772164 4.254234 -1.086927 0.0 0.1 0.0 -0.380
C -1.422177 3.072473 -1.451177 0.0 -0.2 0.0 -1.895
C -0.842049 1.880348 -1.069490 0.1 0.1 0.1 1.080
O -1.247100 0.611239 -1.270498 -0.2 0.4 -0.1 -0.396
B -0.316284 -0.262472 -0.616166 0.0 0.3 -0.1 -0.154
O 0.703970 0.609275 -0.066850 0.4 0.6 0.0 -0.379
C 0.353683 1.882869 -0.345959 0.0 -0.1 0.0 0.524
C 1.003937 3.051057 0.001544 -0.1 -0.2 -0.1 -0.766
H 0.540177 7.356671 1.203945 0.0 0.0 0.0 0.431
H -0.093716 5.822272 1.832182 0.0 0.0 0.0 0.379
H -0.852265 6.579867 0.430930 0.0 0.0 0.0 0.330
H 1.767461 7.414017 -0.992837 0.0 0.0 0.0 0.437
H 0.387328 6.653193 -1.800159 0.0 0.0 0.0 0.314
H 1.988826 5.926290 -1.937108 0.0 0.0 0.0 0.383
H 2.806990 6.430696 0.967354 0.0 0.0 0.0 0.438
H 3.108088 4.908990 0.112232 0.0 0.0 0.0 0.400
H 2.257236 4.902431 1.666828 0.0 0.0 0.0 0.381
H -1.238638 5.193825 -1.364133 0.0 0.0 0.0 0.312
H -2.356212 3.086181 -1.997282 0.0 0.0 0.0 0.438
H 1.928322 2.985808 0.558604 0.0 0.0 0.0 0.454
O 0.332313 -6.235160 1.875757 0.0 0.1 0.0 -0.740
C 0.122899 -5.952686 0.703587 -0.1 -0.5 -0.1 0.216
C -0.275130 -7.014724 -0.348527 0.1 0.2 0.1 -0.517
C -0.172743 -6.256696 -1.663103 -0.1 0.2 0.1 -0.544
C 0.002455 -4.801618 -1.191354 0.0 -0.8 -0.4 0.445
O -0.015782 -3.843258 -1.968550 0.0 0.3 0.2 -0.675
N 0.201744 -4.730414 0.132732 0.1 0.9 0.1 0.085
H -1.298049 -7.324155 -0.129611 0.0 0.0 0.0 0.224
H 0.373964 -7.886281 -0.263296 0.0 0.0 0.0 0.280
H -1.051550 -6.329167 -2.302199 0.0 0.0 0.0 0.297
H 0.706944 -6.534443 -2.247872 0.0 0.0 0.0 0.222
```
Positions in Å, forces in eV/Å.